[1]
A single C11H16ClN molecule in a non-equilibrium geometry, computed with ωB97M-V with the def2-TZVPD basis set.

DFT total energy in eV: -25678.614
Energy above the lowest of the compared OMol25 structures with the same formula, charge and spin in kcal per mole: 0.0
Structure (SMILES): CCCCNCc1cccc(Cl)c1
Charge: 0

CARTESIAN COORDINATES (ANGSTROEM)
C (3.622, -1.505, 0.610)
C (2.328, -1.868, -0.145)
C (1.342, -0.671, -0.095)
C (1.775, 0.658, -0.713)
C (-0.532, 1.529, -1.151)
C (-1.650, 0.890, -0.362)
C (-1.697, 1.142, 0.984)
C (-2.723, 0.723, 1.797)
C (-3.738, -0.036, 1.293)
C (-3.624, -0.389, -0.046)
C (-2.646, 0.121, -0.921)
H (4.104, -0.654, 0.180)
H (3.390, -1.250, 1.618)
H (4.379, -2.355, 0.753)
H (2.512, -2.147, -1.207)
H (1.859, -2.737, 0.323)
H (0.430, -1.025, -0.595)
H (1.199, -0.445, 0.967)
H (2.009, 0.569, -1.788)
H (2.767, 0.948, -0.335)
H (1.126, 2.614, -0.592)
H (-0.854, 2.517, -1.591)
H (-0.454, 0.891, -2.115)
H (-0.927, 1.722, 1.433)
H (-2.720, 1.017, 2.822)
H (-4.472, -0.420, 2.029)
H (-2.609, -0.183, -1.990)
N (0.730, 1.704, -0.432)
Cl (-4.923, -1.360, -0.730)

***

[2]
A single C11H16ClN molecule in a non-equilibrium geometry, computed with ωB97M-V with the def2-TZVPD basis set.

DFT total energy in eV: -25677.176
Energy above the lowest of the compared OMol25 structures with the same formula, charge and spin in kcal per mole: 33.2
Structure (SMILES): CC(C)(C)[C@](C)(Cl)c1ccccn1
Charge: 0

CARTESIAN COORDINATES (ANGSTROEM)
C (-3.421, 1.130, 0.818)
C (-4.030, 0.080, 0.157)
C (-2.039, 1.427, 0.622)
C (-3.137, -0.769, -0.573)
C (-1.288, 0.639, -0.278)
C (0.404, 0.744, -2.161)
C (1.088, -1.602, -0.246)
C (2.611, 0.513, 0.196)
C (0.723, -0.053, 1.631)
C (0.168, 0.811, -0.624)
C (1.201, -0.114, 0.191)
N (-1.854, -0.496, -0.786)
Cl (0.509, 2.505, -0.125)
H (-3.865, 1.922, 1.429)
H (-5.030, 0.140, 0.140)
H (-1.502, 2.162, 1.146)
H (-3.682, -1.571, -1.168)
H (1.425, 1.124, -2.565)
H (-0.308, 1.428, -2.537)
H (0.406, -0.307, -2.426)
H (0.401, -1.783, -1.046)
H (0.820, -2.310, 0.601)
H (2.063, -1.897, -0.456)
H (2.828, 0.829, 1.163)
H (3.333, -0.283, -0.379)
H (2.744, 1.326, -0.446)
H (0.458, 0.946, 1.992)
H (-0.365, -0.386, 1.710)
H (1.392, -0.666, 2.282)